(1)
ORCA calculation (wB97M-V/def2-TZVPD) on 2 unconnected molecules or ions with the total composition C2H4F3NS.

Each line ends with the Löwdin charge.
Geometry (Å):
C 0.431 -0.629 -1.350  -0.21
C 0.621 1.069 1.235  -0.50
N -0.364 -0.830 -0.141  -0.54
F -0.339 1.990 0.968  0.07
F 0.542 0.718 2.487  0.15
F 1.771 1.569 0.952  0.17
S -1.952 -0.518 -0.115  0.78
H 0.616 -1.728 -1.602  0.10
H -0.262 -0.211 -2.126  0.07
H 1.293 -0.043 -1.100  0.05
H -2.357 -1.388 0.791  -0.14

The energy above the lowest of the compared OMol25 structures with the same formula, charge and spin is 82.0 kcal/mol. For the HOMO energy (spin up / spin down), the calculation gives -9.1414 / -8.3886 eV. As for the frontier orbital gap (spin up / spin down): 8.8 / 8.3 eV. The calculation puts the molecular weight at 131.12 Da.

(2)
ORCA calculation (wB97M-V/def2-TZVPD) on a molecular structure, C7H7Cl2NO3.

Each line ends with the Löwdin charge.
Geometry (Å):
C -1.041 2.190 0.655  -0.10
C 0.233 2.364 0.316  -0.08
C -1.797 0.879 0.374  -0.66
C -1.039 -0.190 0.036  -0.05
C 1.026 1.300 -0.454  -0.14
C 0.974 -0.019 0.212  -0.69
C 1.525 -2.256 -0.163  -0.14
N -1.592 -1.461 -0.439  -0.42
O -1.983 -1.411 -1.581  0.09
O -1.559 -2.397 0.294  0.10
O 1.557 -0.962 -0.575  -0.10
Cl -3.479 0.981 0.165  0.73
Cl 1.188 -0.131 1.925  0.81
H -1.645 3.037 1.031  0.11
H 0.665 3.277 0.475  0.08
H 0.465 1.166 -1.329  0.12
H 1.931 1.705 -0.676  0.10
H 0.988 -2.302 0.687  0.01
H 2.511 -2.846 -0.082  0.13
H 1.071 -2.925 -0.872  0.09

The energy above the lowest of the compared OMol25 structures with the same formula, charge and spin is 21.4 kcal/mol. For the HOMO energy, the calculation gives -9.2806 eV. As for the frontier orbital gap: 9.1 eV. The calculation puts the molecular weight at 224.04 Da.

(3)
ORCA calculation (wB97M-V/def2-TZVPD) on a single C5H11NO3 molecule.

Each line ends with the Löwdin charge.
Geometry (Å):
C 0.956 -1.446 1.122  0.01
C 1.003 -0.223 0.268  -0.35
O 1.912 0.701 0.614  0.08
C 0.705 -0.287 -1.222  -0.59
O 0.846 -1.355 -1.820  0.06
O 1.145 0.927 -1.823  0.02
N -0.635 0.400 -0.242  -0.15
C -0.901 1.608 0.516  -0.08
C -1.734 -0.540 -0.226  -0.09
H 0.553 -1.169 2.100  0.09
H 1.958 -1.866 1.200  0.10
H 0.315 -2.215 0.700  0.09
H 2.484 0.824 -0.182  0.15
H 0.431 1.201 -2.424  0.12
H -1.823 2.079 0.169  0.09
H -0.082 2.305 0.366  0.09
H -1.030 1.398 1.589  0.10
H -1.939 -0.924 0.785  0.09
H -1.520 -1.366 -0.902  0.09
H -2.645 -0.054 -0.586  0.09

The energy above the lowest of the compared OMol25 structures with the same formula, charge and spin is 82.2 kcal/mol. For the HOMO energy, the calculation gives -8.9929 eV. As for the frontier orbital gap: 9.7 eV. The calculation puts the molecular weight at 133.15 Da.